A cluster of 2 separate species, C9H16 in total. Source: the OMol25 dataset; level of theory: ωB97M-V/def2-TZVPD.

XYZ file:
```
25
C9H16 ωB97M-V/def2-TZVPD
C 0.010 -0.754 0.164
H -0.327 1.734 1.245
H -0.649 1.557 -1.214
H -1.976 0.162 1.918
C 2.278 0.246 -0.428
C -0.426 -1.464 -1.115
H 0.934 -2.677 0.709
C 0.855 0.456 -0.073
H -0.263 -2.160 1.785
C 0.576 1.796 0.625
C -2.925 0.511 0.072
C 0.515 -1.704 1.195
H 1.247 2.511 1.060
H -0.973 -0.809 -1.832
H 2.346 0.164 -1.516
H 1.223 -1.190 1.924
H 2.823 1.111 -0.046
H 1.015 2.154 -1.563
H 0.529 -2.005 -1.396
H 2.769 -0.599 -0.081
C 0.337 1.653 -0.843
H -2.899 0.389 -0.967
C -1.925 0.239 0.802
H -1.221 -2.260 -0.863
H -3.875 0.940 0.438
```

Computed properties:
Spin multiplicity: 1
ΔE to the lowest compared entry with this formula, charge and spin: 350.19 kJ/mol
Orbital gap: 0.345 hartree
Maximum force: 6.5 eV/Å
HOMO: -0.310 hartree
LUMO: 1.0 eV